DFT (the ωB97M-V functional and the def2-TZVPD basis) results for H12KO6 as an isolated structure.

Calculated values
**Total charge**: +1
**2S+1**: 1
**Energy above the lowest of the compared OMol25 structures with the same formula, charge and spin**: 143.3 kJ/mol
**Total energy**: -28800.009 eV
**HOMO**: -13.78 eV
**Frontier orbital gap**: 10.0 eV

```
19
Properties=species:S:1:pos:R:3:forces:R:3:lowdin_charge:R:1
K 0.7891 -0.2854 -1.3508 -0.091 0.041 0.186 0.908
O -2.4181 0.6075 -3.5013 0.312 -0.217 0.398 -0.051
H -2.7906 0.0675 -4.1983 -0.118 -0.189 -0.239 0.044
H -2.6993 1.4980 -3.7115 -0.079 0.291 -0.029 0.042
O 3.5488 0.3348 2.0047 0.034 0.269 -0.347 -0.044
H 3.5075 -0.4258 1.4251 0.158 -0.394 -0.024 0.001
H 2.7935 0.2361 2.5844 -0.325 0.016 0.327 0.012
O 3.3761 -2.8941 0.0635 -0.338 0.471 -0.116 -0.049
H 2.8324 -3.6816 0.0444 -0.119 -0.283 0.111 0.039
H 4.2531 -3.2024 -0.1646 0.332 -0.034 -0.035 0.046
O -2.7900 -1.6784 -0.4978 0.550 -0.033 0.000 -0.049
H -3.4776 -1.3328 0.0715 -0.228 0.018 0.210 0.042
H -2.8514 -1.1520 -1.2949 -0.220 0.170 -0.343 0.008
O -1.0425 3.0877 0.0371 0.192 -0.468 -0.070 -0.053
H -1.9639 3.2592 -0.1574 -0.282 0.038 -0.020 0.037
H -0.6707 3.9511 0.2182 0.175 0.261 0.092 0.043
O 0.2418 0.5055 2.9175 0.355 -0.170 -0.243 -0.036
H -0.1340 1.1098 2.2773 -0.134 0.383 -0.082 0.020
H -0.5043 -0.0046 3.2328 -0.174 -0.171 0.224 0.042
```
Positions in Å, forces in eV/Å.